153
Properties=species:S:1:pos:R:3:forces:R:3:lowdin_charge:R:1 method="wB97M-V/def2-TZVPD" energy_ha=-4323.67417 lumo_ev=-3.9 charge=+1 homo_lumo_gap_ev=7.50 relative_energy_kcal_mol=244.6 homo_ev=-11.4
C -3.23466 0.04358 -2.99956 1.1 1.1 -0.2 -0.12
C -2.07180 0.09165 -1.80591 -0.3 0.4 -0.4 -0.20
C -1.41759 -1.38436 -1.47638 -0.3 -0.3 -1.2 -0.27
C -1.14740 -2.08996 -2.96864 -0.5 0.3 0.3 -0.09
C 0.02945 -1.33782 -0.70820 0.0 -1.3 -0.1 -0.10
C 0.71605 -2.78010 -0.22647 0.9 0.3 0.7 -0.03
C 0.42006 -4.31730 -0.71126 0.2 0.1 1.9 -0.09
C -0.13522 -5.14750 0.62985 -0.5 -0.2 0.5 -0.17
C -1.79944 -5.26455 0.61765 0.3 -0.6 0.9 -0.24
N -2.42716 -4.10929 1.41859 -0.9 -0.8 -1.2 -0.05
N 1.66234 -2.49778 0.72836 -2.8 -0.5 -3.5 0.09
C 1.72896 -0.99146 1.05799 -0.9 -1.6 2.7 -0.23
Si 3.17635 -0.03218 0.23214 2.8 1.0 -1.3 0.54
C 4.14504 -1.16710 -1.04582 -0.5 0.4 -0.4 -0.22
C 2.66860 1.54292 -0.75005 -1.7 1.0 0.2 -0.22
C 4.54726 0.53535 1.51522 0.6 0.4 0.2 -0.21
C 0.17108 -0.59084 0.74772 -0.2 0.5 -0.6 -0.30
C -0.24070 0.98657 0.91258 0.7 1.1 -2.3 -0.13
O -1.59128 1.23182 1.44020 3.1 0.2 1.0 -0.25
C -1.54870 1.78261 2.81874 -1.2 -0.6 0.9 -0.07
N -0.94915 -1.27963 1.54351 3.2 -1.6 8.0 0.14
C -0.57740 -1.47640 2.85012 3.5 -0.4 0.8 -0.01
O 0.04324 -1.68714 4.04389 -5.4 1.4 -9.4 -0.01
H -4.02155 -0.81062 -2.84121 1.5 1.8 -0.4 0.09
H -3.73641 1.12638 -2.99194 0.8 -2.5 0.2 0.09
H -2.68063 -0.01997 -4.05520 -1.6 -0.2 2.5 0.06
H -2.61275 0.59190 -0.87610 1.6 -1.1 -1.7 0.12
H -1.21334 0.79444 -2.24634 -1.8 -1.4 1.2 0.10
H -2.24705 -2.01040 -0.91975 1.9 1.1 -0.9 0.13
H -0.23103 -2.81816 -2.97067 -1.9 1.2 0.1 0.04
H -0.91087 -1.27130 -3.80461 -0.7 -1.8 2.0 0.10
H -2.17194 -2.64272 -3.22531 2.6 1.2 0.2 0.11
H 0.76154 -1.04281 -1.58871 -1.0 0.1 2.1 0.17
H -0.41941 -4.43513 -1.51809 2.0 0.7 1.4 0.11
H 1.44159 -4.82100 -0.98720 -2.0 1.2 0.2 0.13
H 0.13482 -4.60896 1.63919 -0.5 -0.9 -2.0 0.11
H 0.38823 -6.21665 0.69069 -1.3 2.3 -0.4 0.13
H -2.19613 -5.33098 -0.48316 0.8 0.0 2.0 0.11
H -2.07970 -6.24374 1.22731 0.6 2.0 -1.6 0.13
H -3.36258 -4.41187 1.82179 1.7 0.3 -0.8 0.09
H -2.67426 -3.31862 0.77962 0.4 -0.9 0.7 0.03
H 2.21986 -3.27178 1.15347 -0.5 1.2 -0.4 0.18
H 2.09846 -1.05221 2.19127 -1.4 0.6 -2.0 0.15
H 4.75855 -1.99682 -0.49605 -1.1 1.4 -1.4 0.05
H 4.83852 -0.42027 -1.66752 -1.4 -1.8 1.4 0.07
H 3.31384 -1.57148 -1.77392 1.9 0.3 1.2 0.03
H 1.66906 1.29065 -1.34949 2.3 0.8 0.9 0.04
H 3.51426 1.98890 -1.43595 -1.8 -1.1 1.4 0.07
H 2.34080 2.37962 0.03476 0.8 -1.6 -1.8 0.07
H 5.02832 1.52294 1.05933 -1.0 -2.0 1.0 0.07
H 4.09933 0.80543 2.56595 1.1 -0.6 -1.9 0.03
H 5.42983 -0.25627 1.58594 -2.0 1.6 0.1 0.06
H 0.62584 1.51684 1.49296 -1.9 -0.9 -0.7 0.13
H -0.22699 1.45201 -0.18634 -0.1 -0.9 2.4 0.13
H -1.96876 2.87732 2.78683 1.1 -2.1 0.2 0.12
H -0.50982 1.67584 3.34649 -1.9 0.5 -1.2 0.10
H -2.30862 1.11914 3.45574 1.6 1.5 -1.3 0.09
C -1.01485 0.82002 9.18387 0.1 0.4 -0.1 0.03
C -0.68456 1.78432 8.31937 -0.1 0.0 0.4 0.02
C -0.27245 1.46648 6.93794 -0.1 0.3 -0.1 -0.38
O 0.03194 2.34833 6.14662 -0.4 -0.4 0.1 0.05
C -0.24105 0.04267 6.54859 0.0 -0.2 0.1 0.02
C -0.57134 -0.92163 7.41309 0.2 0.1 -0.5 0.03
C -0.98345 -0.60379 8.79452 -0.3 -0.7 0.8 -0.38
O -1.28784 -1.48564 9.58584 0.3 0.6 -0.7 0.11
H -1.31862 1.03588 10.20091 0.0 0.0 0.0 0.13
H -0.70325 2.83338 8.58947 0.1 0.0 0.0 0.13
H 0.06271 -0.17319 5.53155 0.0 0.1 0.2 0.08
H -0.55266 -1.97068 7.14299 0.0 0.0 0.0 0.12
C -1.84678 -4.23279 -7.81759 -0.3 0.1 0.3 0.02
C -2.11677 -3.63555 -6.65280 -0.4 -0.2 -0.3 0.00
C -2.39078 -2.18681 -6.58014 -0.2 0.1 0.3 -0.35
O -2.63603 -1.63898 -5.51419 0.1 -0.3 -0.7 0.04
C -2.35648 -1.42437 -7.84399 0.1 0.1 -0.4 0.03
C -2.08648 -2.02161 -9.00878 -0.1 0.5 0.2 0.03
C -1.81248 -3.47035 -9.08144 0.2 -0.5 -0.7 -0.38
O -1.56723 -4.01818 -10.14739 -0.1 0.4 0.7 0.11
H -1.64285 -5.29423 -7.88834 0.0 0.1 0.0 0.12
H -2.14638 -4.18109 -5.71721 -0.1 0.2 -0.2 0.11
H -2.56041 -0.36293 -7.77324 0.0 0.0 0.0 0.12
H -2.05688 -1.47607 -9.94437 0.0 0.0 0.0 0.13
C 5.47058 1.96896 7.96767 -0.2 0.1 0.1 0.03
C 4.46722 2.47561 8.69079 0.4 -0.1 0.0 0.04
C 3.14052 2.72295 8.09255 -0.4 0.3 0.6 -0.36
O 2.22218 3.18852 8.75316 0.5 -0.3 -0.4 0.10
C 2.96519 2.38740 6.66550 0.2 -0.1 -0.6 0.03
C 3.96854 1.88074 5.94238 -0.4 0.1 0.1 0.02
C 5.29524 1.63340 6.54062 0.5 -0.2 -0.3 -0.38
O 6.21359 1.16783 5.88001 -0.4 0.2 0.3 0.09
H 6.45001 1.78211 8.39080 -0.2 0.0 0.0 0.08
H 4.57975 2.72625 9.73881 0.0 0.0 0.0 0.13
H 1.98575 2.57424 6.24237 0.3 0.1 0.0 0.09
H 3.85602 1.63011 4.89436 0.0 0.0 0.0 0.10
C -4.79778 -0.66071 3.64359 0.2 0.2 -0.4 0.02
C -4.81004 -0.02377 2.46865 0.3 -0.2 0.3 0.02
C -6.07810 0.29608 1.78387 -0.1 0.5 -0.8 -0.38
O -6.09020 0.87726 0.70748 0.1 -0.4 0.7 0.10
C -7.33140 -0.11351 2.44817 -0.2 -0.2 0.3 0.02
C -7.31913 -0.75044 3.62311 -0.2 0.2 -0.4 0.03
C -6.05107 -1.07030 4.30789 -0.1 -0.5 0.9 -0.38
O -6.03898 -1.65147 5.38427 0.0 0.4 -0.8 0.11
H -3.87650 -0.90356 4.15887 0.0 0.0 0.1 0.11
H -3.89931 0.28392 1.96894 0.0 0.0 -0.1 0.09
H -8.25268 0.12935 1.93289 0.0 0.0 0.0 0.13
H -8.22987 -1.05813 4.12282 0.1 0.0 0.0 0.13
C 10.70908 3.93528 9.99104 -0.4 0.0 0.3 0.03
C 9.52560 3.48380 10.41751 0.3 0.2 0.1 0.03
C 8.74194 2.51852 9.62170 -0.4 -0.2 0.3 -0.37
O 7.65772 2.10628 10.01033 0.7 0.2 0.0 0.07
C 9.31717 2.07051 8.33788 0.3 0.0 -0.3 0.03
C 10.50065 2.52200 7.91141 -0.4 -0.3 -0.1 0.03
C 11.28431 3.48728 8.70722 0.9 0.4 -0.3 -0.38
O 12.36853 3.89951 8.31859 -0.8 -0.3 0.3 0.11
H 11.29633 4.64398 10.56212 0.0 0.0 0.0 0.13
H 9.09049 3.80226 11.35724 0.0 0.0 0.0 0.12
H 8.72993 1.36182 7.76680 0.0 0.0 0.0 0.12
H 10.93576 2.20354 6.97168 0.0 0.0 0.0 0.13
C 3.14411 -4.82978 -4.14028 -0.5 0.1 0.2 0.03
C 1.82818 -4.67577 -4.31615 0.5 0.0 0.2 0.02
C 1.19901 -4.90589 -5.63159 -0.6 0.0 -0.2 -0.34
O -0.00507 -4.76323 -5.79394 1.3 -0.5 0.5 0.07
C 2.07961 -5.31412 -6.74411 0.4 -0.1 -0.1 0.04
C 3.39554 -5.46813 -6.56824 -0.4 0.0 -0.3 0.03
C 4.02471 -5.23801 -5.25279 1.2 -0.2 0.0 -0.38
O 5.22879 -5.38067 -5.09044 -1.0 0.1 0.0 0.12
H 3.62165 -4.66431 -3.18224 0.1 0.0 0.0 0.12
H 1.16874 -4.37750 -3.50993 0.0 0.0 -0.1 0.08
H 1.60207 -5.47959 -7.70214 0.0 0.0 0.0 0.13
H 4.05498 -5.76640 -7.37445 0.0 0.0 0.1 0.13
C -0.96396 3.73575 -6.43980 0.4 -0.2 0.2 0.03
C -0.52026 3.29734 -5.25774 0.0 0.1 -0.5 0.02
C -1.32182 3.46310 -4.02923 0.2 -0.2 0.6 -0.38
O -0.91562 3.06392 -2.94656 -0.1 0.1 -0.5 0.07
C -2.63261 4.13025 -4.15777 -0.3 0.2 -0.2 0.03
C -3.07631 4.56866 -5.33983 -0.1 -0.1 0.5 0.04
C -2.27475 4.40290 -6.56834 -0.4 0.3 -0.8 -0.36
O -2.68096 4.80207 -7.65101 0.6 -0.3 0.8 0.09
H -0.38831 3.62280 -7.35036 0.0 0.0 0.0 0.13
H 0.43866 2.80535 -5.14711 0.0 0.0 0.0 0.12
H -3.20826 4.24320 -3.24721 0.0 0.0 0.0 0.13
H -4.03523 5.06064 -5.45046 0.0 0.0 0.0 0.13
C -7.64204 3.28885 -8.31821 -0.4 0.1 -0.1 0.02
C -8.41113 4.24228 -8.85281 0.0 -0.5 0.2 0.02
C -7.84768 5.54727 -9.25121 -0.5 0.8 -0.4 -0.38
O -8.55125 6.42122 -9.73876 0.5 -0.6 0.4 0.10
C -6.40196 5.75713 -9.03757 0.3 -0.2 0.2 0.03
C -5.63286 4.80371 -8.50296 0.0 0.4 -0.2 0.02
C -6.19631 3.49871 -8.10456 0.4 -0.4 0.2 -0.38
O -5.49274 2.62476 -7.61701 -0.3 0.4 -0.2 0.08
H -8.03950 2.32643 -8.01986 0.0 0.0 0.0 0.12
H -9.47307 4.10345 -9.01661 0.0 0.0 0.0 0.12
H -6.00449 6.71956 -9.33591 0.0 0.0 0.0 0.12
H -4.57092 4.94254 -8.33917 -0.2 0.0 0.0 0.08